Entry 1:
Formula: C45H38BrF4InN2O2P3
Source: the OMol25 dataset
Level of theory: ωB97M-V/def2-TZVPD

The geometry in XYZ format:
```
96
Properties=species:S:1:pos:R:3:forces:R:3
In -0.169010 -0.679294 -0.143325 0.027 -0.178 0.209
Br -1.503173 2.346482 1.046993 0.007 -0.037 0.089
P 0.245992 1.887759 -2.112107 -0.132 -0.174 -0.241
P 1.076784 3.731204 -4.614138 -0.062 0.400 0.220
P -1.140219 -0.615243 2.773693 -0.305 -0.026 0.417
F -3.347969 4.090968 2.576385 -0.013 0.057 -0.024
F -4.606543 3.670378 4.897164 -0.122 0.162 0.062
F -4.284537 1.358516 6.238680 -0.043 -0.021 0.090
F -2.702531 -0.544978 5.271903 0.094 -0.108 -0.060
O 0.702616 -2.652119 0.739737 -0.159 -0.009 0.223
O 1.716799 -4.596458 0.919325 -0.025 0.028 -0.032
N 1.807924 -2.111759 -1.619645 -0.161 -0.099 0.104
N 2.092116 -3.288600 -0.923085 -0.156 0.039 0.184
C 3.715725 4.074269 -3.781941 0.009 0.019 -0.008
C 2.198862 5.928245 -3.388463 0.042 -0.032 -0.007
C 0.277500 -0.271947 -3.808510 0.088 -0.011 -0.046
C -3.175378 2.941086 3.206093 0.061 0.062 -0.168
C 0.210499 -0.779576 3.898587 0.255 -0.136 -0.208
C 4.742729 4.794578 -3.186773 -0.011 -0.006 0.001
C -3.110494 -2.123895 1.663657 -0.009 -0.036 0.094
C -2.939209 -4.197781 3.510524 -0.014 -0.037 -0.010
C -2.358150 1.962418 2.684701 0.131 -0.210 -0.042
C 1.441876 3.906179 -0.610309 0.037 0.106 0.046
C 1.155463 5.636778 -6.538896 -0.083 -0.076 0.141
C 2.425389 1.721301 -0.379263 -0.094 0.087 0.045
C 0.556965 0.273932 4.759673 -0.095 -0.064 -0.014
C 1.473493 -3.490066 0.261258 0.214 -0.063 -0.179
C 0.805678 -1.160203 -4.740118 0.016 0.009 -0.049
C 2.987548 -0.183331 -4.429109 -0.019 0.032 0.040
C 2.161799 -1.116967 -5.048986 0.000 -0.023 -0.023
C 0.983361 -1.958340 3.866321 -0.063 0.119 0.083
C -2.850590 0.572496 4.570016 0.131 -0.159 -0.154
C -3.884665 -4.237545 2.491862 0.007 -0.005 0.001
C 4.496682 6.068109 -2.687709 0.014 -0.031 0.008
C -1.614440 5.705700 -6.911731 0.003 0.093 -0.121
C 3.275932 2.204121 0.609319 -0.022 -0.095 -0.064
C -0.765268 6.528965 -7.659624 -0.044 -0.020 0.012
C 2.037225 -2.101059 4.747803 -0.003 0.039 0.012
C -3.669226 1.549923 5.093136 -0.136 0.039 0.174
C 0.303474 4.820028 -5.752971 0.028 -0.111 -0.271
C -2.182453 0.746050 3.359735 0.088 0.142 -0.262
C -1.090329 4.837951 -5.982066 0.141 -0.013 0.065
C 2.608255 -5.601936 0.377136 -0.004 0.081 -0.052
C -0.183278 3.160086 -3.398442 0.425 0.005 -0.111
C 2.443000 4.637122 -3.874437 -0.020 -0.175 0.105
C -3.833391 2.736378 4.407034 -0.089 0.072 0.086
C -2.066339 -3.126882 3.615334 -0.037 0.066 -0.033
C 2.355688 -1.064781 5.623709 0.006 0.037 0.007
C 1.510984 2.573741 -1.010456 0.118 0.030 -0.085
C 1.095556 0.676223 -3.188700 0.120 0.095 -0.081
C 3.229331 6.634057 -2.790558 -0.013 0.053 0.015
C 1.618749 0.118496 5.626686 0.125 -0.055 0.057
C 2.457954 0.714786 -3.506636 -0.079 -0.095 -0.046
C -2.158981 -2.081997 2.690653 0.057 -0.007 -0.157
C -3.977214 -3.197156 1.570838 -0.011 -0.028 -0.006
C 3.220095 3.540483 0.977662 -0.024 0.101 0.001
C 2.299292 4.387601 0.370759 0.000 0.022 0.017
C 0.616529 6.491645 -7.473870 -0.081 0.022 -0.067
H 2.242913 5.429097 0.667543 0.014 -0.080 -0.027
H 1.362953 -2.333404 -2.503408 -0.025 0.032 -0.120
H 3.047836 7.636817 -2.419649 0.023 -0.086 -0.026
H 5.301569 6.631695 -2.229281 -0.062 -0.040 -0.043
H 3.912027 3.094192 -4.203200 0.000 0.102 0.029
H 2.670023 -1.625027 -1.817883 0.185 0.181 -0.077
H -1.188284 7.196730 -8.401795 0.029 -0.040 0.067
H 2.226239 -5.982037 -0.569203 -0.059 -0.004 -0.014
H -1.757799 4.199073 -5.418590 0.029 0.010 0.001
H -0.948953 2.669316 -4.001508 -0.126 0.022 0.043
H 2.617001 -6.402298 1.102044 -0.018 -0.067 0.112
H -0.782575 -0.307448 -3.572714 0.010 0.004 -0.016
H 3.614300 -5.199907 0.266073 0.017 0.029 0.035
H 1.217478 6.379824 -3.486364 0.043 -0.014 0.003
H 2.488916 0.676027 -0.670136 0.058 0.023 -0.049
H 0.744961 -2.747972 3.164395 -0.005 0.033 0.048
H -0.623414 4.054063 -2.956980 -0.121 0.028 0.133
H 2.671845 -3.991821 -1.342387 0.128 -0.126 -0.098
H 3.190568 -1.175642 6.305732 -0.068 -0.008 -0.018
H 5.737735 4.368889 -3.127236 -0.076 0.039 -0.007
H -1.357690 -3.084320 4.431448 -0.008 0.001 -0.022
H 0.712659 4.581584 -1.052087 0.121 -0.075 0.039
H 0.159757 -1.877545 -5.233341 0.025 0.041 0.020
H 3.103327 1.446190 -3.033490 -0.040 -0.065 0.026
H 1.873044 0.913561 6.315805 -0.001 -0.031 -0.029
H 2.574218 -1.804370 -5.780655 -0.047 0.075 0.074
H -4.729297 -3.224526 0.791504 0.058 -0.004 0.045
H 3.991580 1.539472 1.081410 -0.063 0.050 -0.043
H 2.611905 -3.018788 4.760113 -0.006 0.057 -0.011
H 4.042661 -0.145481 -4.678905 -0.076 -0.003 0.028
H -2.890412 -4.999455 4.237191 -0.002 0.036 -0.045
H 2.228694 5.597902 -6.394300 -0.043 0.004 0.000
H 1.263458 7.125879 -8.067616 -0.049 -0.045 0.040
H -2.685359 5.748025 -7.068010 0.072 0.002 -0.010
H -4.560325 -5.081328 2.417652 0.029 0.055 0.021
H -0.022886 1.188582 4.774415 0.021 -0.020 -0.021
H 3.892830 3.922690 1.736996 -0.068 -0.024 -0.055
H -3.192262 -1.303885 0.957310 -0.015 0.030 -0.019
```
Forces are in eV/Å.

E_LUMO (spin up / spin down)   -10.268 / -9.591 eV
Kohn-Sham gap (spin up / spin down)   4.898 / 5.500 eV
Charge   +3
2S+1   1

***

Entry 2:
Formula: C45H38BrMnNO2P2
Source: the OMol25 dataset
Level of theory: ωB97M-V/def2-TZVPD

The geometry in XYZ format:
```
90
Properties=species:S:1:pos:R:3:forces:R:3
Br -6.161170 -0.326260 -1.426179 0.114 0.005 0.038
Mn 0.018479 0.558748 0.452295 -1.414 0.514 -0.887
P 0.070740 -0.009328 2.655436 0.071 -0.500 2.052
P 2.279762 0.076627 0.032470 2.173 -0.072 -0.194
O -1.567589 2.999263 -1.793161 0.123 0.014 0.030
O -0.144638 2.245970 -0.263070 0.680 0.328 0.217
N 2.754744 -0.548942 2.739551 -0.114 -0.123 -0.047
C 2.837929 1.422593 -2.310002 0.028 -0.051 0.111
C -0.976376 -3.911469 2.337911 0.006 -0.064 0.005
C -3.013279 0.150774 1.216480 0.118 -0.004 0.123
C -0.919897 1.111456 3.689711 -0.081 0.090 -0.386
C 4.573251 -3.894224 4.530031 0.003 -0.043 0.031
C 3.699209 3.768033 -1.106180 -0.007 0.047 -0.007
C 2.927101 1.493901 -0.917791 -0.208 -0.022 -0.107
C 4.840711 -2.491052 -1.833510 0.030 -0.020 -0.002
C -0.518498 4.599434 -0.380034 0.156 -0.195 0.177
C -2.466176 3.015141 4.989648 -0.024 0.003 0.013
C -2.686489 1.664889 5.219312 -0.031 -0.001 0.023
C 3.627077 3.682892 -2.487048 -0.011 0.027 0.002
C -1.921199 0.708035 4.568619 0.119 -0.039 0.020
C -0.564722 -3.514434 4.676116 0.023 -0.002 0.092
C 2.177143 -2.492437 -1.050361 0.013 0.137 0.033
C -0.703410 2.473332 3.462454 0.057 -0.184 0.020
C -0.668522 -2.589054 2.066773 0.050 0.161 0.146
C -2.069524 0.041669 -0.985732 0.286 -0.122 0.169
C -3.329745 -0.119402 -1.537285 -0.139 -0.077 -0.016
C -1.105757 5.688963 -1.012226 -0.008 -0.054 -0.006
C -4.426775 -0.138669 -0.693179 -0.133 -0.021 -0.057
C 3.357974 0.039971 1.580632 -0.188 0.308 -0.046
C 3.191543 2.510155 -3.088688 0.015 0.030 -0.052
C -1.897213 0.184820 0.392400 -0.577 -0.175 -0.158
C -0.796761 3.209148 -0.883771 -0.387 0.102 -0.296
C 2.725496 -3.623323 -1.639692 -0.034 -0.080 -0.011
C -0.313849 -1.720032 3.100364 -0.080 0.031 -0.486
C -4.280474 -0.015062 0.679963 0.052 -0.014 -0.021
C -0.864751 6.971134 -0.542519 -0.046 0.029 -0.055
C 1.769195 0.229964 3.420724 -0.101 0.015 -0.416
C -0.043035 7.173432 0.556993 0.022 0.033 0.041
C 3.645641 -1.683282 4.722660 -0.062 0.081 -0.097
C 4.236086 -2.794342 5.304338 -0.005 -0.056 -0.034
C 3.702722 -2.778649 2.583412 -0.017 0.028 -0.061
C -0.933919 -4.369218 3.646197 -0.004 -0.016 -0.041
C 4.311193 -3.877794 3.168028 0.014 -0.002 0.034
C 2.962975 -1.362038 -0.847078 -0.464 -0.079 0.024
C 0.312658 4.808908 0.717856 -0.038 0.031 -0.121
C 0.550577 6.089510 1.189120 0.011 -0.035 0.009
C 3.341273 2.681918 -0.321972 -0.041 -0.097 0.071
C 3.363580 -1.670921 3.357017 0.054 -0.134 0.101
C -1.470175 3.422996 4.112884 0.017 0.059 0.021
C 4.299952 -1.361821 -1.245471 -0.015 -0.007 0.003
C 4.055381 -3.622452 -2.027267 -0.017 -0.007 0.003
C -0.250322 -2.192406 4.409745 0.096 0.052 -0.015
H -0.520589 -3.881656 5.692873 0.001 0.010 -0.004
H 5.877115 -2.493166 -2.143957 -0.004 0.014 0.001
H 2.002163 1.301841 3.418509 0.002 -0.028 0.073
H 4.912354 -0.478709 -1.107075 0.003 0.003 0.001
H 2.115300 -4.502724 -1.797907 -0.008 0.013 0.006
H 4.024227 4.687773 -0.638167 -0.005 -0.016 0.024
H 4.482686 -4.503974 -2.486448 0.005 0.010 -0.003
H -5.145476 -0.039321 1.328002 -0.019 0.001 -0.024
H 2.494564 0.507942 -2.778729 0.018 0.024 -0.062
H -1.745401 5.516299 -1.867357 -0.005 -0.016 0.015
H 3.380785 2.779464 0.755080 0.005 0.039 0.012
H -3.461164 -0.197022 -2.606862 0.027 -0.018 -0.006
H -3.470726 1.353405 5.896535 0.018 -0.007 0.008
H 1.656705 -0.096260 4.450650 0.000 0.054 0.072
H -1.321638 7.818574 -1.036536 -0.002 -0.006 0.003
H -1.190003 -5.397232 3.865767 0.024 0.000 0.004
H 5.039233 -4.759226 4.982069 0.000 0.012 0.013
H 0.049150 -1.537729 5.219770 -0.037 -0.009 0.019
H -2.921210 0.253121 2.287734 -0.011 0.060 0.035
H 1.200222 6.241329 2.042751 -0.018 0.024 -0.016
H 3.477093 -2.783367 1.521996 -0.011 -0.014 0.033
H 4.244963 -0.525816 1.310728 0.074 0.033 -0.026
H 0.778890 3.955750 1.185676 0.086 -0.028 0.015
H -3.080379 3.752937 5.488650 0.013 -0.003 0.005
H -1.220076 0.074199 -1.670017 -0.028 0.127 -0.046
H 0.137720 8.176212 0.922559 -0.005 -0.002 -0.022
H -2.110760 -0.343326 4.739959 -0.037 -0.013 -0.023
H 0.059962 2.779648 2.754617 -0.078 0.088 0.015
H -1.303935 4.476159 3.927794 0.011 -0.014 -0.029
H 3.899307 4.536249 -3.093762 0.004 -0.017 -0.010
H 3.126222 2.448495 -4.166858 -0.019 -0.023 0.010
H 1.137302 -2.482886 -0.742959 -0.010 -0.070 -0.018
H 4.449176 -2.791895 6.365186 0.005 0.014 -0.002
H -1.255469 -4.582030 1.536007 -0.005 0.020 -0.003
H 3.431611 -0.813952 5.331512 -0.011 0.002 0.016
H 3.663827 1.071628 1.787469 0.026 -0.009 0.006
H 4.567936 -4.736234 2.561211 -0.004 0.021 -0.033
H -0.716413 -2.204666 1.055106 -0.091 -0.105 -0.049
```
Forces are in eV/Å.

E_LUMO (spin up / spin down)   -3.777 / -3.424 eV
Kohn-Sham gap (spin up / spin down)   6.906 / 7.259 eV
Charge   +1
2S+1   5
⟨S²⟩   6.14

***

Entry 3:
Formula: C45H39AuN6P2Si
Source: the OMol25 dataset
Level of theory: ωB97M-V/def2-TZVPD

The geometry in XYZ format:
```
94
Properties=species:S:1:pos:R:3:forces:R:3
Au 0.129604 0.000522 0.067199 0.288 -0.488 0.715
P 1.405667 0.508939 2.165520 -1.272 0.330 0.070
P 1.688260 0.837026 -1.849883 -0.846 0.000 -0.289
Si -0.415145 2.365348 0.231719 0.831 0.431 -0.130
N 0.465169 -2.261715 -0.128051 0.143 0.450 -0.031
N 0.634620 -6.228793 -0.592007 -0.003 0.015 0.046
N -0.607244 -4.301460 -0.597269 -0.307 0.005 0.021
N -1.917733 -0.975055 -0.387423 0.545 0.477 0.036
N 1.725529 -4.267003 -0.161449 -0.011 -0.156 0.002
N 2.756120 -2.280867 0.212192 -0.149 -0.065 -0.163
C 2.279096 4.990590 2.008123 -0.031 0.031 -0.035
C 1.217529 -0.501633 -2.983084 0.171 -0.073 -0.118
C 0.997807 3.076457 1.268991 -0.207 -0.307 -0.089
C -0.608242 -3.006302 -0.421051 0.252 -0.189 -0.013
C 5.079070 -1.984985 3.182759 -0.040 0.019 -0.001
C 3.081347 4.167519 2.785720 0.057 -0.022 0.027
C -4.277115 -2.338339 -0.849205 0.026 0.015 -0.007
C 1.237895 4.448932 1.267967 -0.097 0.039 -0.096
C -0.954666 3.948669 -2.081822 -0.052 0.078 0.134
C -3.075197 -3.022289 -0.760548 0.065 0.096 0.016
C -0.766013 4.389243 -3.382156 -0.029 0.081 0.036
C -1.909621 -2.304772 -0.535656 -0.242 -0.042 -0.039
C -0.559966 0.819383 5.723973 0.058 0.087 0.083
C -1.845341 -0.677313 4.350466 -0.049 -0.046 -0.015
C 0.940151 2.731254 -3.701617 -0.149 0.180 0.117
C -0.924847 -0.525397 3.324269 0.142 0.095 0.030
C -4.277819 -0.959336 -0.708955 0.034 -0.054 0.024
C 2.066845 -1.596609 -3.153950 -0.212 0.093 0.043
C 5.293307 2.604928 -1.467568 0.033 0.054 0.067
C 5.207693 -0.879832 2.348371 0.093 -0.019 -0.025
C 0.180505 0.307462 3.492706 0.222 0.072 0.115
C 5.459019 1.233491 -3.436149 0.059 -0.010 -0.053
C -3.075330 -0.318569 -0.469158 0.002 0.120 0.002
C -0.194547 2.898139 -1.561961 -0.317 -0.352 0.211
C 4.113160 -0.072762 2.092194 -0.128 0.061 0.092
C 2.885035 -0.352333 2.704111 0.036 -0.341 -0.430
C 0.185203 3.784989 -4.192798 0.085 -0.064 -0.040
C 0.343032 -2.749619 -4.370115 0.004 -0.046 -0.038
C 6.036620 2.116066 -2.534396 -0.040 -0.027 -0.023
C -0.070048 -0.537792 -3.519782 0.098 0.029 0.041
C 4.149601 0.807964 -3.267396 -0.080 0.151 -0.016
C -2.036547 2.977569 0.949644 0.005 -0.699 -0.228
C 2.761733 -1.455823 3.550546 0.010 0.187 0.018
C 3.986014 2.187742 -1.289096 -0.054 -0.096 -0.038
C 0.366469 0.973508 4.705134 -0.082 -0.066 0.000
C 2.837837 2.803550 2.829738 -0.100 0.103 -0.025
C 3.409974 1.283525 -2.186790 0.040 -0.119 0.418
C 1.629641 -2.711956 -3.852554 0.032 -0.083 0.061
C -0.501623 -1.659103 -4.210970 -0.058 0.000 0.025
C 1.798881 2.263869 2.069299 0.381 -0.042 0.232
C -1.667026 0.000905 5.547154 -0.009 -0.024 -0.036
C 0.733230 2.278418 -2.398105 0.356 -0.008 -0.456
C 3.861825 -2.262161 3.791239 0.059 -0.068 0.030
C 0.590170 -4.909515 -0.440616 0.193 0.194 -0.002
C 1.629878 -2.953924 -0.031793 0.031 -0.123 -0.086
H -1.499648 -1.683499 -4.629941 0.014 0.019 -0.006
H -1.919511 4.025946 1.230628 0.119 0.018 -0.038
H 5.732527 3.312903 -0.776643 0.007 -0.010 -0.006
H 3.768131 -3.111533 4.454864 0.009 0.005 -0.004
H -0.728486 0.314282 -3.393113 -0.040 -0.037 -0.034
H -1.357832 5.212004 -3.761086 0.000 -0.011 -0.010
H 3.706977 0.139047 -3.992828 0.025 0.009 0.022
H 2.466117 6.055780 1.973512 0.002 -0.005 0.008
H -3.008021 -4.095262 -0.855387 -0.028 -0.007 -0.017
H 2.297482 -3.553917 -3.984338 -0.024 0.003 -0.022
H -2.856769 2.901648 0.233414 -0.016 0.070 0.051
H 0.334884 4.129377 -5.207615 -0.015 0.005 0.009
H 6.026534 0.875254 -4.285000 0.020 0.000 0.024
H -2.389118 -0.110137 6.344876 0.009 -0.008 0.003
H 3.392537 2.573507 -0.464183 0.057 0.015 0.030
H 6.164458 -0.649262 1.897731 -0.015 -0.012 -0.015
H -5.200714 -2.874976 -1.018366 0.003 0.001 -0.022
H 0.615749 5.102576 0.665261 0.059 0.039 -0.010
H -3.023485 0.752573 -0.324385 -0.086 -0.050 -0.067
H 1.226879 1.614418 4.854843 -0.009 0.011 -0.005
H 3.896367 4.586224 3.361403 -0.028 0.015 0.010
H 5.931103 -2.627821 3.360316 0.006 0.028 0.041
H 3.606838 -2.802889 0.338330 0.028 0.080 -0.022
H 1.815380 -1.666659 4.032495 -0.006 -0.052 -0.034
H -1.053579 -1.061967 2.393204 -0.059 -0.024 -0.064
H -1.692199 4.438683 -1.455875 -0.026 0.018 -0.063
H 0.001070 -3.624767 -4.906987 0.010 0.017 -0.013
H -2.311152 2.424234 1.850032 0.024 0.029 0.034
H 3.447014 2.168875 3.460131 0.024 0.003 -0.020
H 1.507937 -6.709428 -0.462361 -0.014 -0.029 0.000
H -2.700187 -1.327408 4.215223 0.009 0.011 0.010
H 7.063907 2.427323 -2.667660 -0.011 0.028 -0.013
H 3.064318 -1.572992 -2.739223 0.053 -0.111 0.044
H 2.757326 -1.279552 0.236410 0.103 0.082 0.088
H -5.192504 -0.387917 -0.774895 0.011 0.022 0.019
H 4.211857 0.780913 1.429759 0.019 -0.028 -0.021
H 1.678648 2.251869 -4.332878 -0.005 0.000 -0.020
H -0.213170 -6.743551 -0.749934 -0.007 -0.014 -0.039
H -0.416889 1.339208 6.662195 -0.007 0.007 -0.015
```
Forces are in eV/Å.

E_LUMO   -6.481 eV
Kohn-Sham gap   6.289 eV
Charge   +2
2S+1   1

***

no.,electronic energy (eV)
1,-168283.82729
2,-172802.04844
3,-86377.96843